(1)
{"formula": "C44H110BN10O18", "method": "ωB97M-V/def2-TZVPD", "e_homo_ev": -6.61, "multiplicity": 1, "orbital_gap_ev": 8.761, "charge": -1, "lumo_energy_ev": 2.154, "species": ["O", "C", "O", "B", "O", "C", "O", "O", "C", "O", "C", "O", "O", "C", "C", "C", "O", "C", "N", "H", "H", "H", "H", "H", "H", "H", "H", "H", "H", "H", "C", "C", "C", "O", "C", "N", "H", "H", "H", "H", "H", "H", "H", "H", "H", "H", "H", "C", "C", "C", "O", "C", "N", "H", "H", "H", "H", "H", "H", "H", "H", "H", "H", "H", "C", "C", "C", "O", "C", "N", "H", "H", "H", "H", "H", "H", "H", "H", "H", "H", "H", "C", "C", "C", "O", "C", "N", "H", "H", "H", "H", "H", "H", "H", "H", "H", "H", "H", "C", "C", "C", "O", "C", "N", "H", "H", "H", "H", "H", "H", "H", "H", "H", "H", "H", "C", "C", "C", "O", "C", "N", "H", "H", "H", "H", "H", "H", "H", "H", "H", "H", "H", "C", "C", "C", "O", "C", "N", "H", "H", "H", "H", "H", "H", "H", "H", "H", "H", "H", "C", "C", "C", "O", "C", "N", "H", "H", "H", "H", "H", "H", "H", "H", "H", "H", "H", "C", "C", "C", "O", "C", "N", "H", "H", "H", "H", "H", "H", "H", "H", "H", "H", "H"], "xyz": [[3.78, 0.55, 0.06], [2.70, 0.04, 0.11], [1.73, 0.18, 0.99], [0.56, -0.64, 0.56], [1.09, -1.59, -0.44], [2.31, -1.17, -0.76], [2.97, -1.63, -1.65], [-0.55, 0.24, 0.11], [-1.58, 0.11, 0.90], [-2.65, 0.65, 0.83], [-1.25, -0.96, 1.95], [-0.02, -1.31, 1.73], [-2.00, -1.39, 2.79], [-0.60, 3.27, -0.46], [0.69, 3.85, -1.06], [0.52, 4.23, -2.52], [1.74, 4.72, -3.05], [1.71, 4.78, -4.45], [1.06, 5.06, -0.25], [-0.36, 2.74, 0.45], [-0.92, 2.55, -1.22], [-1.38, 4.01, -0.28], [1.46, 3.07, -1.05], [-0.19, 5.06, -2.60], [0.13, 3.39, -3.10], [1.85, 3.77, -4.86], [2.48, 5.45, -4.83], [0.76, 5.13, -4.87], [1.02, 4.75, 0.72], [0.21, 5.63, -0.20], [-4.99, -0.10, -2.53], [-4.48, -0.98, -3.65], [-3.08, -1.54, -3.46], [-2.05, -0.56, -3.63], [-0.81, -1.16, -3.30], [-5.41, -2.13, -3.73], [-4.99, -0.60, -1.55], [-5.94, 0.40, -2.72], [-4.33, 0.71, -2.19], [-4.58, -0.46, -4.61], [-2.98, -2.31, -4.23], [-2.94, -1.99, -2.47], [-0.71, -1.32, -2.22], [-0.03, -0.45, -3.59], [-0.64, -2.10, -3.82], [-6.29, -1.77, -4.06], [-5.09, -2.80, -4.43], [-7.67, 1.19, -0.49], [-8.16, -0.25, -0.25], [-7.75, -0.79, 1.11], [-6.48, -1.38, 1.30], [-5.34, -0.53, 1.42], [-9.63, -0.21, -0.38], [-8.15, 1.86, 0.25], [-8.01, 1.53, -1.46], [-6.63, 1.37, -0.23], [-7.74, -0.84, -1.07], [-8.36, -1.68, 1.36], [-7.97, -0.13, 1.96], [-5.20, -0.07, 0.43], [-4.47, -1.14, 1.67], [-5.42, 0.32, 2.10], [-10.05, 0.45, 0.27], [-9.90, -1.08, 0.10], [4.68, -4.95, -3.82], [5.46, -5.42, -2.62], [6.97, -5.29, -2.80], [7.33, -6.20, -3.85], [8.73, -6.16, -4.02], [5.01, -4.62, -1.44], [3.61, -4.92, -3.63], [4.93, -5.64, -4.63], [5.03, -3.96, -4.14], [5.30, -6.47, -2.37], [7.55, -5.43, -1.88], [7.18, -4.29, -3.19], [9.17, -5.17, -4.18], [9.03, -6.91, -4.76], [9.22, -6.44, -3.07], [4.02, -4.83, -1.37], [4.99, -3.65, -1.75], [6.27, -1.21, -3.57], [5.88, -1.22, -5.04], [4.78, -0.17, -5.26], [4.16, -0.27, -6.52], [2.98, -1.07, -6.55], [7.13, -0.87, -5.76], [5.42, -1.46, -2.92], [6.61, -0.23, -3.25], [6.98, -1.97, -3.24], [5.44, -2.15, -5.40], [5.22, 0.82, -5.15], [4.11, -0.18, -4.39], [3.17, -2.07, -6.17], [2.67, -1.08, -7.59], [2.23, -0.61, -5.90], [7.57, -1.74, -6.06], [6.84, -0.44, -6.64], [6.63, 1.97, -0.85], [5.89, 3.30, -1.09], [6.31, 4.00, -2.36], [5.72, 5.28, -2.44], [6.25, 6.02, -3.53], [4.42, 3.11, -1.11], [6.35, 1.52, 0.10], [7.69, 2.26, -0.85], [6.49, 1.20, -1.60], [5.97, 3.97, -0.22], [6.02, 3.44, -3.26], [7.41, 4.06, -2.45], [5.95, 5.55, -4.47], [7.34, 6.02, -3.49], [5.86, 7.03, -3.44], [4.28, 2.46, -0.33], [4.17, 2.50, -1.89], [-4.28, -3.44, 6.97], [-4.11, -2.64, 5.67], [-4.94, -1.36, 5.70], [-6.29, -1.48, 6.13], [-7.18, -2.15, 5.29], [-2.67, -2.34, 5.59], [-3.43, -4.09, 7.17], [-5.27, -3.89, 7.03], [-4.41, -2.72, 7.79], [-4.34, -3.17, 4.73], [-4.92, -0.86, 4.72], [-4.51, -0.59, 6.34], [-7.15, -1.80, 4.25], [-8.22, -2.00, 5.56], [-6.99, -3.23, 5.19], [-2.14, -3.15, 5.88], [-2.39, -2.19, 4.62], [2.97, -2.65, 2.45], [4.20, -3.47, 2.73], [4.11, -5.00, 2.92], [3.12, -5.23, 3.91], [2.84, -6.59, 4.12], [5.28, -3.21, 1.73], [2.08, -2.99, 2.97], [2.69, -2.91, 1.41], [3.15, -1.58, 2.42], [4.64, -3.09, 3.66], [5.13, -5.34, 3.14], [3.76, -5.47, 1.99], [3.71, -7.12, 4.52], [2.49, -7.02, 3.18], [2.00, -6.66, 4.82], [5.18, -3.98, 1.06], [4.84, -2.50, 1.14], [1.63, 0.62, 5.75], [0.71, 1.58, 5.01], [-0.77, 1.14, 5.21], [-1.62, 2.07, 4.60], [-2.97, 1.77, 4.56], [0.85, 2.95, 5.62], [1.57, 0.78, 6.83], [2.66, 0.72, 5.40], [1.31, -0.39, 5.50], [0.89, 1.68, 3.93], [-0.96, 1.05, 6.29], [-0.90, 0.14, 4.78], [-3.53, 2.68, 4.34], [-3.41, 1.28, 5.44], [-3.29, 1.15, 3.70], [0.92, 2.67, 6.60], [-0.08, 3.35, 5.64], [-6.12, 7.07, 0.60], [-6.64, 5.68, 0.18], [-6.08, 4.51, 0.95], [-4.67, 4.50, 0.84], [-3.99, 3.81, 1.85], [-8.10, 5.68, 0.36], [-6.87, 7.82, 0.38], [-5.12, 7.13, 0.17], [-6.02, 7.10, 1.69], [-6.40, 5.59, -0.88], [-6.41, 3.57, 0.50], [-6.51, 4.53, 1.95], [-4.20, 2.74, 1.75], [-4.16, 4.23, 2.85], [-2.92, 3.81, 1.64], [-8.53, 6.52, 0.02], [-8.59, 4.93, -0.11]]}

***

(2)
{"formula": "C6H10N2", "method": "ωB97M-V/def2-TZVPD", "e_homo_ev": -8.48, "multiplicity": 1, "orbital_gap_ev": 9.289, "charge": 0, "lumo_energy_ev": 0.813, "species": ["H", "N", "C", "C", "C", "C", "C", "C", "N", "H", "H", "H", "H", "H", "H", "H", "H", "H"], "xyz": [[3.43, -1.51, 0.22], [3.57, -0.50, 0.12], [2.49, 0.15, 0.00], [1.10, -0.43, -0.11], [0.00, 0.30, -0.01], [-0.14, 1.79, 0.00], [-1.32, -0.49, 0.00], [-1.52, -1.50, 0.85], [-2.33, 0.02, -0.81], [2.62, 1.23, -0.11], [1.08, -1.51, -0.10], [-0.51, 2.10, 0.97], [0.81, 2.28, -0.20], [-0.87, 2.10, -0.74], [-2.47, -2.00, 0.92], [-0.75, -1.81, 1.54], [-2.03, 0.34, -1.72], [-3.16, -0.55, -0.84]]}

***

(3)
{"formula": "C23H30N2O6S", "method": "ωB97M-V/def2-TZVPD", "e_homo_ev": -7.75, "multiplicity": 1, "orbital_gap_ev": 8.304, "charge": 0, "lumo_energy_ev": 0.551, "species": ["C", "C", "C", "N", "C", "C", "C", "C", "C", "C", "S", "C", "C", "C", "C", "C", "C", "N", "H", "H", "H", "H", "H", "H", "H", "H", "H", "H", "H", "H", "H", "H", "C", "C", "O", "C", "O", "O", "C", "H", "H", "H", "H", "H", "H", "H", "H", "C", "C", "O", "C", "O", "O", "C", "H", "H", "H", "H", "H", "H", "H", "H"], "xyz": [[-3.20, 1.02, -0.62], [-2.22, 2.17, -0.65], [-2.68, 3.52, -1.08], [-0.99, 1.98, -0.31], [-0.26, 1.09, -1.13], [-0.02, 1.39, -2.47], [0.73, 0.53, -3.25], [1.26, -0.66, -2.76], [1.03, -0.97, -1.43], [0.28, -0.10, -0.64], [0.07, -0.56, 1.07], [1.70, -1.21, 1.37], [2.36, -0.97, 2.56], [3.64, -1.49, 2.72], [4.23, -2.21, 1.69], [3.55, -2.45, 0.51], [2.27, -1.95, 0.33], [1.56, -2.20, -0.89], [-4.21, 1.39, -0.76], [-3.10, 0.49, 0.32], [-2.94, 0.32, -1.41], [-2.05, 4.31, -0.67], [-2.64, 3.60, -2.17], [-3.73, 3.66, -0.81], [-0.42, 2.32, -2.86], [0.92, 0.80, -4.28], [1.83, -1.34, -3.36], [1.86, -0.39, 3.32], [4.17, -1.28, 3.64], [5.24, -2.58, 1.81], [4.00, -3.01, -0.30], [0.75, -2.75, -0.60], [6.61, -8.31, 4.69], [5.67, -9.10, 3.80], [4.52, -8.32, 3.43], [4.73, -7.44, 2.45], [5.77, -7.26, 1.86], [3.59, -6.78, 2.24], [3.69, -5.74, 1.26], [6.08, -7.91, 5.55], [7.42, -8.95, 5.04], [7.05, -7.47, 4.15], [5.28, -9.96, 4.35], [6.18, -9.48, 2.92], [4.10, -6.12, 0.33], [4.29, -4.92, 1.64], [2.68, -5.38, 1.08], [-4.66, 9.29, -2.18], [-4.43, 7.92, -2.78], [-5.06, 6.89, -2.00], [-6.38, 6.76, -2.18], [-7.06, 7.40, -2.93], [-6.81, 5.79, -1.37], [-8.23, 5.59, -1.40], [-4.36, 9.30, -1.13], [-4.10, 10.04, -2.72], [-5.72, 9.55, -2.21], [-3.37, 7.68, -2.76], [-4.77, 7.87, -3.81], [-8.58, 5.45, -2.42], [-8.73, 6.44, -0.95], [-8.43, 4.70, -0.82]]}

***

(4)
{"formula": "CH2F3O4SSn", "method": "ωB97M-V/def2-TZVPD", "e_homo_ev": [-8.74, -8.98], "multiplicity": 2, "orbital_gap_ev": [6.196, 6.582], "charge": 0, "s2": 0.75, "lumo_energy_ev": [-2.541, -2.397], "species": ["Sn", "C", "F", "F", "F", "S", "O", "O", "O", "O", "H", "H"], "xyz": [[-1.02, 2.71, -1.04], [-1.14, -2.32, 1.24], [-2.37, -2.42, 0.71], [-1.22, -1.55, 2.32], [-0.62, -3.51, 1.50], [-0.12, -1.39, -0.18], [1.11, -0.99, 0.42], [0.00, -2.31, -1.36], [-0.88, -0.18, -0.61], [1.70, 3.93, -0.99], [2.21, 4.60, -0.53], [2.34, 3.45, -1.50]]}

***

(5)
{"formula": "C40H74N3O10P2S3", "method": "ωB97M-V/def2-TZVPD", "e_homo_ev": -10.22, "multiplicity": 1, "orbital_gap_ev": 6.327, "charge": 1, "lumo_energy_ev": -3.893, "species": ["C", "C", "N", "C", "C", "C", "S", "S", "C", "C", "C", "C", "C", "C", "C", "C", "C", "N", "N", "C", "O", "O", "C", "C", "C", "C", "C", "C", "C", "C", "C", "C", "C", "C", "C", "S", "H", "H", "H", "H", "H", "H", "H", "H", "H", "H", "H", "H", "H", "H", "H", "H", "H", "H", "H", "H", "H", "H", "H", "H", "H", "H", "H", "H", "H", "H", "H", "H", "H", "H", "H", "H", "H", "H", "H", "H", "H", "H", "H", "H", "O", "P", "O", "C", "C", "O", "C", "C", "O", "C", "C", "H", "H", "H", "H", "H", "H", "H", "H", "H", "H", "H", "H", "H", "H", "H", "O", "P", "O", "C", "C", "O", "C", "C", "O", "C", "C", "H", "H", "H", "H", "H", "H", "H", "H", "H", "H", "H", "H", "H", "H", "H"], "xyz": [[10.03, -1.56, 4.74], [8.82, -0.58, 4.38], [7.57, -1.00, 5.04], [7.01, -2.27, 4.52], [6.89, -2.39, 2.95], [6.60, 0.05, 5.16], [6.78, 1.11, 6.43], [5.21, 0.33, 4.02], [3.71, 0.78, 4.98], [2.48, 0.84, 3.95], [2.45, -0.56, 3.21], [1.01, -1.05, 2.82], [-0.03, -1.27, 3.86], [0.22, -1.02, 5.40], [-0.95, -1.55, 6.31], [-0.95, -0.61, 7.61], [-0.71, -3.02, 6.86], [-1.24, -1.73, 3.50], [-1.44, -1.96, 2.22], [-2.81, -2.53, 1.93], [-2.69, -3.92, 1.58], [-3.28, -4.63, 2.62], [-0.65, -1.80, 1.13], [-1.03, -2.12, -0.35], [-0.16, -3.37, -0.78], [0.29, -3.59, -2.15], [1.13, -4.75, -2.50], [1.57, -5.74, -1.52], [1.11, -5.53, -0.13], [1.60, -6.57, 0.93], [0.26, -4.37, 0.23], [0.74, -1.28, 1.39], [1.76, -1.03, 0.25], [2.09, 0.55, 0.15], [0.93, 1.47, 0.66], [1.40, 3.26, 0.36], [10.95, -0.92, 4.83], [9.86, -2.02, 5.76], [10.19, -2.36, 3.97], [8.74, -0.38, 3.28], [9.11, 0.40, 4.85], [7.72, -3.10, 4.84], [6.01, -2.54, 4.95], [7.85, -2.18, 2.39], [6.07, -1.79, 2.49], [6.65, -3.47, 2.73], [3.48, -0.10, 5.65], [3.83, 1.73, 5.56], [2.76, 1.68, 3.24], [1.53, 1.13, 4.44], [2.86, -1.33, 3.91], [3.14, -0.56, 2.32], [0.31, 0.08, 5.61], [1.18, -1.55, 5.64], [-1.97, -1.44, 5.87], [-1.47, 0.35, 7.34], [0.11, -0.38, 7.92], [-1.51, -1.09, 8.46], [-1.63, -3.26, 7.48], [0.14, -3.05, 7.59], [-0.66, -3.80, 6.06], [-3.47, -2.48, 2.83], [-3.25, -1.90, 1.12], [-2.65, -4.55, 3.38], [-2.12, -2.24, -0.55], [-0.68, -1.28, -1.02], [0.02, -2.84, -2.93], [1.51, -4.90, -3.55], [2.20, -6.62, -1.78], [2.54, -6.15, 1.41], [0.87, -6.75, 1.76], [1.93, -7.53, 0.44], [-0.01, -4.30, 1.31], [2.72, -1.51, 0.56], [1.41, -1.34, -0.76], [2.22, 0.76, -0.95], [3.08, 0.80, 0.63], [0.74, 1.41, 1.76], [-0.04, 1.33, 0.13], [2.64, 3.50, 0.90], [-1.11, 0.04, -4.00], [-1.56, 0.61, -5.33], [-0.76, -0.47, -6.28], [-1.24, -1.81, -6.32], [-2.65, -1.91, -6.86], [-0.46, 1.85, -5.30], [-0.22, 2.53, -4.07], [1.11, 2.10, -3.48], [-2.21, 1.33, -6.71], [-1.44, 1.95, -7.75], [-0.85, 0.98, -8.76], [-1.17, -2.26, -5.33], [-0.56, -2.37, -6.98], [-3.36, -1.43, -6.17], [-2.95, -2.95, -6.99], [-2.74, -1.39, -7.82], [-1.04, 2.36, -3.36], [-0.20, 3.61, -4.27], [1.22, 1.01, -3.50], [1.21, 2.44, -2.45], [1.93, 2.51, -4.06], [-0.67, 2.61, -7.35], [-2.15, 2.59, -8.28], [0.03, 0.48, -8.36], [-0.54, 1.52, -9.65], [-1.58, 0.22, -9.05], [-6.82, 4.73, -4.36], [-6.42, 4.38, -2.94], [-5.90, 5.87, -2.48], [-6.87, 6.90, -2.31], [-7.89, 6.58, -1.24], [-4.99, 3.66, -3.37], [-4.94, 2.85, -4.54], [-4.23, 3.60, -5.66], [-6.21, 3.79, -1.37], [-4.95, 3.73, -0.70], [-4.51, 5.04, -0.07], [-7.36, 7.10, -3.27], [-6.32, 7.81, -2.03], [-8.51, 5.73, -1.54], [-8.54, 7.43, -1.06], [-7.40, 6.30, -0.30], [-5.94, 2.54, -4.85], [-4.39, 1.94, -4.30], [-4.59, 4.62, -5.76], [-4.37, 3.09, -6.61], [-3.16, 3.66, -5.45], [-4.16, 3.33, -1.33], [-5.09, 3.01, 0.11], [-4.11, 5.73, -0.81], [-3.71, 4.87, 0.66], [-5.34, 5.54, 0.44]]}

***

(6)
{"formula": "C27H50GeN7O3V", "method": "ωB97M-V/def2-TZVPD", "e_homo_ev": [-13.47, -13.47], "multiplicity": 3, "orbital_gap_ev": [7.771, 7.921], "charge": 2, "s2": 2.01, "lumo_energy_ev": [-5.698, -5.549], "species": ["V", "C", "C", "N", "C", "C", "C", "C", "C", "C", "C", "N", "C", "C", "N", "N", "H", "H", "H", "H", "H", "H", "H", "H", "H", "H", "H", "H", "H", "H", "H", "H", "H", "H", "C", "C", "C", "C", "O", "Ge", "O", "C", "C", "C", "C", "O", "C", "C", "C", "C", "H", "H", "H", "H", "H", "H", "H", "H", "H", "H", "H", "H", "H", "H", "H", "H", "H", "H", "H", "H", "H", "H", "H", "H", "H", "H", "H", "N", "C", "C", "N", "C", "C", "N", "H", "H", "H", "H", "H"], "xyz": [[-0.40, -0.44, -0.19], [-2.28, -1.62, 1.94], [-3.14, -1.30, 0.75], [-2.54, -0.21, -0.06], [-3.17, -0.24, -1.39], [-2.48, -1.30, -2.21], [-3.00, -1.86, -3.36], [-2.20, -2.75, -4.07], [-0.93, -3.07, -3.60], [-0.49, -2.49, -2.43], [0.85, -2.76, -1.82], [1.01, -2.07, -0.52], [0.99, -3.00, 0.63], [-0.43, -3.13, 1.16], [-0.89, -1.77, 1.49], [-1.25, -1.61, -1.76], [-2.65, -2.52, 2.44], [-2.32, -0.81, 2.66], [-4.16, -1.04, 1.05], [-3.22, -2.18, 0.11], [-2.68, 0.72, 0.40], [-3.06, 0.73, -1.88], [-4.24, -0.44, -1.31], [-3.99, -1.60, -3.70], [-2.57, -3.20, -4.98], [-0.30, -3.76, -4.14], [1.64, -2.44, -2.51], [0.97, -3.83, -1.69], [1.88, -1.50, -0.53], [1.63, -2.58, 1.41], [1.40, -3.97, 0.36], [-0.45, -3.79, 2.03], [-1.09, -3.56, 0.40], [-0.28, -1.42, 2.21], [4.78, 1.44, -0.89], [4.13, 0.07, -0.94], [4.16, -0.49, -2.36], [4.85, -0.88, 0.01], [2.75, 0.12, -0.50], [1.82, 1.65, -0.03], [0.19, 1.13, -1.14], [0.01, 1.85, -2.43], [-1.09, 2.89, -2.21], [1.30, 2.57, -2.82], [-0.33, 0.87, -3.54], [0.70, 0.59, 1.22], [1.08, 0.71, 2.64], [1.76, 2.06, 2.89], [2.06, -0.40, 3.01], [-0.16, 0.66, 3.54], [5.82, 1.36, -1.21], [4.29, 2.15, -1.56], [4.78, 1.86, 0.12], [5.19, -0.62, -2.70], [3.67, -1.47, -2.39], [3.65, 0.18, -3.05], [5.90, -0.99, -0.27], [4.81, -0.50, 1.03], [4.39, -1.88, -0.02], [-0.79, 3.60, -1.44], [-1.25, 3.45, -3.13], [-2.03, 2.44, -1.91], [1.55, 3.38, -2.13], [2.14, 1.87, -2.89], [1.16, 3.02, -3.81], [-1.31, 0.42, -3.42], [-0.34, 1.41, -4.49], [0.43, 0.09, -3.60], [2.73, 2.15, 2.40], [1.13, 2.90, 2.58], [1.94, 2.16, 3.96], [2.88, -0.44, 2.29], [2.47, -0.20, 4.00], [1.58, -1.38, 3.06], [-0.94, 1.33, 3.17], [-0.57, -0.34, 3.69], [0.12, 1.00, 4.53], [-0.70, 5.14, 2.63], [-1.71, 4.23, 2.48], [-1.67, 3.23, 1.49], [-2.63, 2.34, 1.38], [-3.66, 2.41, 2.23], [-3.68, 3.37, 3.23], [-2.71, 4.27, 3.36], [-0.14, 5.37, 1.83], [-0.89, 5.91, 3.26], [-0.84, 3.16, 0.80], [-4.46, 1.69, 2.13], [-4.50, 3.43, 3.94]]}

***

Number 1: electronic energy -3669.242636 Eh. Number 2: electronic energy -344.083139 Eh. Number 3: electronic energy -1853.535847 Eh. Number 4: electronic energy -1252.256018 Eh. Number 5: electronic energy -4361.907977 Eh. Number 6: electronic energy -4688.476065 Eh.